#a
Density functional theory data (ωB97M-V with the def2-TZVPD basis set) for one molecule with the formula C24H25FN4O.

Each line ends with the Löwdin charge.
Cartesian coordinates (Å):
C1 -3.81 -3.81 -1.05  -0.07
O1 -2.98 -2.67 -1.20  -0.08
C2 -2.13 -2.32 -0.20  -0.21
C3 -1.32 -1.21 -0.48  0.03
C4 -0.43 -0.70 0.45  -0.19
C5 0.42 0.49 0.11  -0.20
C6 1.83 0.04 -0.09  -0.14
N1 2.20 -1.08 -0.80  0.15
C7 3.56 -1.19 -0.76  -0.20
C8 4.40 -2.14 -1.32  -0.03
C9 5.75 -2.00 -1.12  -0.11
C10 6.27 -0.93 -0.39  -0.11
C11 5.45 0.02 0.17  -0.03
C12 4.07 -0.10 -0.01  -0.12
C13 2.94 0.67 0.40  -0.12
C14 2.83 1.92 1.20  -0.11
C15 1.43 2.50 0.97  -0.18
N2 0.43 1.47 1.19  -0.10
C16 -0.90 1.93 1.61  -0.12
C17 -1.96 1.93 0.55  -0.17
C18 -3.02 1.06 0.49  -0.04
N3 -3.72 1.35 -0.63  -0.20
C19 -4.87 0.67 -1.14  -0.01
N4 -3.17 2.37 -1.29  0.12
C20 -2.11 2.74 -0.59  -0.31
C21 -1.26 3.88 -1.04  -0.03
C22 -0.31 -1.32 1.69  -0.02
C23 -1.09 -2.41 1.99  0.01
C24 -1.99 -2.90 1.06  -0.20
F1 -2.74 -3.98 1.43  0.04
H1 -4.35 -3.89 -2.00  0.09
H2 -4.52 -3.69 -0.24  0.10
H3 -3.22 -4.72 -0.89  0.10
H4 -1.44 -0.75 -1.45  0.14
H5 0.04 0.94 -0.83  0.16
H6 1.56 -1.72 -1.24  0.16
H7 4.00 -2.97 -1.89  0.11
H8 6.43 -2.73 -1.54  0.10
H9 7.34 -0.85 -0.25  0.10
H10 5.85 0.85 0.74  0.11
H11 3.59 2.65 0.91  0.12
H12 2.96 1.70 2.26  0.12
H13 1.25 3.32 1.67  0.12
H14 1.38 2.91 -0.06  0.12
H15 -0.79 2.94 2.02  0.12
H16 -1.24 1.27 2.41  0.12
H17 -3.32 0.27 1.15  0.14
H18 -5.20 1.21 -2.03  0.09
H19 -5.67 0.66 -0.40  0.09
H20 -4.62 -0.35 -1.41  0.08
H21 -0.93 4.47 -0.19  0.08
H22 -1.84 4.51 -1.72  0.08
H23 -0.38 3.53 -1.58  0.07
H24 0.39 -0.92 2.41  0.13
H25 -1.02 -2.91 2.94  0.12

Gap between HOMO and LUMO   8.25 eV
Structure (SMILES)   COc1cc([C@@H]2c3[nH]c4ccccc4c3CCN2Cc2cn(C)nc2C)ccc1F
LUMO level   0.6529 eV

#b
Density functional theory data (ωB97M-V with the def2-TZVPD basis set) for one molecule with the formula C24H25FN4O.

Each line ends with the Löwdin charge.
Cartesian coordinates (Å):
O1 -2.88 -2.95 -0.40  0.10
C1 -2.15 -2.05 -0.06  -0.41
N1 -2.48 -0.73 -0.11  0.16
C2 -3.69 -0.22 -0.58  -0.23
C3 -4.81 -0.84 -1.07  0.00
C4 -5.68 0.21 -1.38  -0.15
N2 -5.14 1.38 -1.10  0.07
N3 -3.93 1.12 -0.62  -0.09
C5 -3.06 2.19 -0.18  -0.24
C6 -2.82 2.06 1.34  -0.11
C7 -1.53 2.72 1.81  -0.19
N4 -0.44 2.25 0.98  -0.19
C8 0.88 2.50 1.54  -0.19
C9 1.92 1.73 0.79  -0.09
C10 3.13 2.20 0.48  -0.05
C11 4.18 1.47 -0.21  -0.22
C12 5.34 2.16 -0.58  -0.05
C13 6.36 1.51 -1.25  -0.09
C14 6.26 0.17 -1.56  -0.09
C15 5.11 -0.53 -1.19  -0.08
C16 4.09 0.11 -0.53  -0.03
C17 -0.58 2.83 -0.34  -0.18
C18 -1.78 2.21 -1.05  -0.10
C19 -0.75 -2.29 0.43  -0.12
C20 -0.07 -1.44 1.29  -0.04
C21 1.22 -1.75 1.70  -0.08
C22 1.84 -2.90 1.27  0.00
C23 1.14 -3.75 0.43  -0.26
F1 1.74 -4.88 0.00  0.07
C24 -0.14 -3.47 0.01  0.06
H1 -1.78 -0.05 0.16  0.10
H2 -4.97 -1.89 -1.19  0.09
H3 -6.67 0.16 -1.79  0.10
H4 -3.62 3.11 -0.37  0.15
H5 -2.80 1.01 1.62  0.11
H6 -3.67 2.51 1.86  0.12
H7 -1.62 3.82 1.77  0.13
H8 -1.34 2.43 2.85  0.12
H9 0.86 2.15 2.58  0.12
H10 1.13 3.58 1.56  0.13
H11 1.61 0.74 0.51  0.09
H12 3.38 3.21 0.77  0.11
H13 5.43 3.21 -0.35  0.11
H14 7.25 2.06 -1.53  0.10
H15 7.06 -0.34 -2.07  0.10
H16 5.02 -1.58 -1.42  0.10
H17 3.21 -0.45 -0.25  0.09
H18 -0.70 3.92 -0.28  0.13
H19 0.32 2.62 -0.92  0.12
H20 -1.99 2.77 -1.96  0.12
H21 -1.52 1.20 -1.35  0.11
H22 -0.52 -0.53 1.66  0.10
H23 1.74 -1.08 2.37  0.11
H24 2.85 -3.15 1.57  0.12
H25 -0.68 -4.15 -0.63  0.13

Gap between HOMO and LUMO   8.77 eV
Structure (SMILES)   O=C(Nc1ccnn1C1CCN(C/C=C/c2ccccc2)CC1)c1cccc(F)c1
LUMO level   0.3401 eV

Q: Which of them is the most stable? A: #b.

#a
Density functional theory data (ωB97M-V with the def2-TZVPD basis set) for a 2-piece molecular cluster, C7H16N2O overall.

Each line ends with the Löwdin charge.
Cartesian coordinates (Å):
C1 -1.05 -1.92 0.34  0.03
C2 -0.29 -1.06 -0.34  -0.31
C3 -0.12 -1.21 -1.83  -0.08
C4 -0.36 0.66 0.32  -0.49
C5 -1.70 1.19 -0.17  -0.04
N1 -0.26 0.65 1.71  0.08
C6 0.83 1.40 -0.29  -0.24
N2 0.73 2.82 0.05  0.01
H1 -1.17 -1.85 1.42  0.08
H2 -1.48 -2.80 -0.12  0.08
H3 0.93 -1.33 -2.10  0.08
H4 -0.69 -2.05 -2.22  0.08
H5 -0.44 -0.31 -2.37  0.07
H6 -1.78 1.10 -1.25  0.08
H7 -2.52 0.65 0.30  0.08
H8 -1.77 2.25 0.09  0.08
H9 0.57 0.11 2.02  0.07
H10 -1.09 0.32 2.18  0.09
H11 1.76 0.94 0.09  0.11
H12 0.81 1.32 -1.37  0.11
H13 1.53 3.33 -0.30  0.07
H14 0.71 2.91 1.07  0.07
C7 1.60 -1.74 0.65  -0.19
O1 1.67 -1.28 1.80  -0.08
H15 2.14 -1.26 -0.18  0.09
H16 1.44 -2.82 0.48  0.10

Gap between HOMO and LUMO   9.05 eV
Structure (SMILES)   C=C(C)[C@@](C)(N)CN.C=O
LUMO level   0.2810 eV

#b
Density functional theory data (ωB97M-V with the def2-TZVPD basis set) for a 2-piece molecular cluster, C7H16N2O overall.

Each line ends with the Löwdin charge.
Cartesian coordinates (Å):
C1 1.76 -0.76 -1.00  0.02
C2 0.49 -0.39 -0.88  -0.31
C3 -0.46 -0.54 -2.03  -0.07
C4 -0.18 -0.34 0.68  -0.52
C5 -0.62 -1.77 1.00  -0.03
N1 0.75 0.12 1.65  0.07
C6 -1.37 0.63 0.67  -0.24
N2 -2.03 0.58 1.97  0.00
H1 2.47 -0.66 -0.19  0.07
H2 2.17 -1.08 -1.94  0.08
H3 -0.88 0.42 -2.34  0.08
H4 0.03 -1.01 -2.89  0.08
H5 -1.33 -1.15 -1.76  0.08
H6 -1.33 -2.13 0.26  0.08
H7 0.24 -2.44 1.01  0.08
H8 -1.10 -1.78 1.97  0.08
H9 1.17 1.01 1.36  0.06
H10 1.48 -0.56 1.84  0.08
H11 -1.00 1.63 0.42  0.11
H12 -2.10 0.32 -0.08  0.11
H13 -2.74 1.31 2.03  0.07
H14 -1.34 0.75 2.69  0.06
C7 1.46 1.86 -1.10  -0.17
O1 1.83 2.19 0.02  -0.06
H15 0.44 2.09 -1.46  0.09
H16 2.18 1.68 -1.91  0.10

Gap between HOMO and LUMO   9.63 eV
Structure (SMILES)   C=C(C)[C@@](C)(N)CN.C=O
LUMO level   0.6780 eV

Q: Which of them is the most stable? A: #b.

#a
Density functional theory data (ωB97M-V with the def2-TZVPD basis set) for a 2-piece molecular cluster, C2H3F2NO2 overall.

Each line ends with the Löwdin charge.
Cartesian coordinates (Å):
C1 1.27 0.04 0.06  -0.01
C2 0.12 0.85 -0.05  -0.39
N1 -1.64 -0.85 0.09  -0.32
O1 -2.68 -0.43 0.33  0.10
O2 -1.23 -1.95 -0.12  0.04
F1 -0.31 1.68 0.84  0.17
F2 -0.21 1.25 -1.31  0.10
H1 1.07 -0.70 -0.63  0.06
H2 2.14 0.57 -0.29  0.10
H3 1.46 -0.47 1.07  0.14

Gap between HOMO and LUMO (alpha / beta)   9.46 / 7.58 eV
LUMO level (alpha / beta)   0.2156 / -0.7834 eV

#b
Density functional theory data (ωB97M-V with the def2-TZVPD basis set) for one molecule with the formula C2H3F2NO2.

Each line ends with the Löwdin charge.
Cartesian coordinates (Å):
C1 -0.02 0.15 0.11  0.04
C2 1.35 0.67 0.14  -0.41
F1 1.74 1.41 -0.91  0.12
F2 1.85 1.32 1.21  0.12
N1 2.60 -0.60 0.04  -0.30
O1 2.17 -1.71 0.31  0.06
O2 3.69 -0.25 -0.29  0.11
H1 -0.84 0.59 0.68  0.12
H2 -0.28 0.41 -0.89  0.09
H3 -0.16 -0.84 0.29  0.06

Gap between HOMO and LUMO   11.20 eV
Structure (SMILES)   CC(F)(F)[N+](=O)[O-]
LUMO level   0.4906 eV

Q: Which of them is the most stable? A: #b.

#a
Density functional theory data (ωB97M-V with the def2-TZVPD basis set) for an isolated ion of composition C8H13N4 and charge +1.

Each line ends with the Löwdin charge.
Cartesian coordinates (Å):
C1 -2.22 2.06 -0.25  -0.29
C2 -0.30 0.47 -0.32  -0.26
C3 -2.52 -0.54 0.10  -0.09
C4 -0.32 -1.95 0.37  0.03
C5 -1.03 -0.66 0.48  -0.16
C6 3.25 1.42 0.10  -0.09
C7 1.14 0.30 -0.70  -0.15
C8 2.02 0.63 0.49  -0.25
N1 -0.96 1.49 -0.71  0.13
N2 -3.03 1.53 0.53  0.16
N3 -0.92 -3.00 -0.15  0.24
N4 -3.36 -1.28 -0.41  0.17
H1 -2.24 3.19 -0.26  0.13
H2 0.75 -1.90 0.46  0.13
H3 -0.91 -0.18 1.39  0.14
H4 3.89 0.93 -0.64  0.10
H5 3.89 1.46 0.88  0.04
H6 3.15 2.47 -0.07  0.08
H7 1.45 1.07 -1.39  0.13
H8 1.35 -0.69 -1.04  0.10
H9 2.16 -0.13 1.27  0.11
H10 1.35 1.26 1.23  0.15
H11 -0.35 -3.89 -0.44  0.21
H12 -1.93 -3.04 -0.28  0.12
H13 -4.32 -1.03 -0.62  0.10

Gap between HOMO and LUMO (alpha / beta)   6.91 / 6.91 eV
Charge   +1
LUMO level (alpha / beta)   -5.2784 / -5.2783 eV

#b
Density functional theory data (ωB97M-V with the def2-TZVPD basis set) for a 2-piece molecular cluster, C8H13N4 overall.

Each line ends with the Löwdin charge.
Cartesian coordinates (Å):
C1 -2.76 -0.74 -0.50  -0.06
C2 -2.78 0.62 -0.83  -0.01
C3 -1.66 -1.32 0.01  -0.06
C4 -1.62 1.34 -0.38  0.01
C5 -0.61 -0.63 0.48  -0.13
C6 -0.54 0.79 0.30  -0.27
C7 0.56 -1.32 1.17  -0.15
C8 2.34 0.90 -0.86  0.02
N1 0.42 1.48 0.91  0.04
N2 2.79 -0.24 -1.05  0.06
N3 0.39 2.73 1.07  0.15
N4 1.19 -2.10 0.09  0.00
H1 -3.58 -1.33 -0.84  0.12
H2 -3.65 1.18 -1.09  0.11
H3 -1.75 -2.46 -0.11  0.16
H4 -1.88 2.40 -0.49  0.11
H5 1.22 -0.60 1.46  0.06
H6 0.24 -2.07 1.99  0.16
H7 2.67 1.67 -1.52  0.03
H8 3.59 -0.38 -1.63  0.11
H9 2.24 -1.03 -0.62  0.04
H10 -0.45 3.25 0.62  0.18
H11 1.03 3.03 1.76  0.14
H12 2.01 -2.52 0.48  0.10
H13 0.57 -2.67 -0.43  0.08

Gap between HOMO and LUMO (alpha / beta)   5.94 / 6.62 eV
Charge   +1
LUMO level (alpha / beta)   -5.0965 / -4.9191 eV

Q: Which of them is the most stable? A: #b.

#a
Density functional theory data (ωB97M-V with the def2-TZVPD basis set) for one molecule with the formula C6H6O3.

Each line ends with the Löwdin charge.
Cartesian coordinates (Å):
C1 -1.46 0.12 0.25  -0.27
C2 -0.58 0.65 -0.85  -0.23
C3 -0.59 -1.13 -0.22  -0.14
C4 0.88 -0.70 0.23  -0.30
C5 0.79 0.61 -0.26  -0.20
C6 1.85 1.46 -0.22  0.16
H1 -2.09 0.51 2.07  0.09
H2 -2.47 -0.13 -0.31  0.20
H3 -0.79 1.69 -1.33  0.19
H4 -0.85 -2.12 -0.19  0.13
H5 2.05 2.60 -0.31  0.11
H6 2.70 0.99 0.20  0.05
O1 -1.46 0.77 1.44  0.08
O2 -0.70 -0.61 -1.53  0.01
O3 1.68 -1.36 0.87  0.12

Gap between HOMO and LUMO   9.06 eV
LUMO level   -0.1063 eV

#b
Density functional theory data (ωB97M-V with the def2-TZVPD basis set) for one molecule with the formula C6H6O3.

Each line ends with the Löwdin charge.
Cartesian coordinates (Å):
C1 -1.02 -1.75 1.34  -0.02
C2 -0.29 -0.78 0.43  -0.21
C3 0.38 0.42 0.74  -0.01
C4 0.84 1.23 -0.24  -0.41
O1 1.59 2.15 0.20  0.11
C5 0.44 1.16 -1.61  0.06
C6 -0.25 0.02 -2.00  -0.43
O2 -0.87 -0.14 -3.09  0.03
O3 -0.37 -1.04 -0.99  0.03
H1 -0.85 -1.41 2.35  0.06
H2 -2.11 -1.87 1.21  0.09
H3 -0.31 -2.79 1.23  0.16
H4 0.40 0.89 1.87  0.19
H5 2.05 1.88 1.03  0.16
H6 0.37 2.03 -2.48  0.20

Gap between HOMO and LUMO   8.50 eV
Structure (SMILES)   Cc1cc(O)cc(=O)o1
LUMO level   -0.0706 eV

Q: Which of them is the most stable? A: #b.

#a
Density functional theory data (ωB97M-V with the def2-TZVPD basis set) for an isolated ion of composition CH3N2O2S and charge +1.

Each line ends with the Löwdin charge.
Cartesian coordinates (Å):
C1 -1.59 -0.24 1.67  0.25
N1 -0.70 -0.40 0.91  0.10
S1 0.78 -0.48 -0.41  0.71
N2 0.46 0.88 -1.17  0.03
O1 1.87 -0.40 0.48  -0.17
O2 0.34 -1.65 -1.08  -0.18
H1 -2.15 -0.53 2.48  0.10
H2 0.85 1.67 -0.85  0.07
H3 0.14 1.15 -2.03  0.10

Gap between HOMO and LUMO   12.32 eV
Structure (SMILES)   C#[N+]S(N)(=O)=O
Charge   +1
LUMO level   -5.2160 eV

#b
Density functional theory data (ωB97M-V with the def2-TZVPD basis set) for a 3-piece molecular cluster, CH3N2O2S overall.

Each line ends with the Löwdin charge.
Cartesian coordinates (Å):
C1 -0.41 1.41 0.55  -0.56
N1 0.53 1.96 0.75  0.18
N2 -0.47 -1.63 -0.02  -0.03
O1 1.90 -1.22 -1.17  -0.29
O2 -1.46 0.70 0.69  0.03
S1 0.71 -0.64 -0.70  1.19
H1 1.15 2.64 -0.48  0.41
H2 -1.12 -2.42 0.04  0.15
H3 -0.84 -0.80 0.34  -0.08

Gap between HOMO and LUMO   8.54 eV
Charge   +1
LUMO level   -7.7422 eV

Q: Which of them is the most stable? A: #a.